1.
C5H9NS2 | the ωB97M-V functional and the def2-TZVPD basis

Calculated values
- strongest force on any atom (hartree/bohr) = 0.048
- multiplicity = 1
- Kohn-Sham gap (eV) = 8.17
- highest occupied orbital energy (eV) = -8.66

XYZ file:
```
17
Properties=species:S:1:pos:R:3:forces:R:3
C -1.933 0.050 -0.913 0.57 -0.36 -0.70
C -0.993 -0.748 -0.396 -0.53 0.57 0.79
C -1.275 -1.498 0.922 2.27 -0.02 -0.93
S 0.523 -1.061 -1.326 -0.59 -0.60 -0.43
C 1.846 -0.404 -0.430 0.44 0.39 1.93
S 3.310 -1.149 -0.292 -1.11 0.59 -0.56
C 1.538 0.885 0.378 0.94 -0.17 -0.61
N 1.151 1.997 -0.485 -0.11 0.03 -0.04
H -2.935 0.053 -0.506 0.02 0.22 0.24
H -1.773 0.612 -1.838 -0.04 -0.24 0.28
H -0.358 -1.461 1.579 -1.10 0.22 -0.41
H -2.161 -1.112 1.388 -0.24 0.16 0.35
H -1.382 -2.551 0.689 -0.24 -0.31 0.02
H 2.472 1.128 0.869 0.10 0.11 0.21
H 0.779 0.738 1.132 -0.27 -0.71 0.40
H 0.927 2.792 0.111 0.19 -0.04 -0.12
H 0.265 1.727 -0.882 -0.31 0.15 -0.42
```
Forces are in eV/Å.



2.
C4H5NO | the ωB97M-V functional and the def2-TZVPD basis

Calculated values
- strongest force on any atom (hartree/bohr) = 0.028
- multiplicity = 1
- Kohn-Sham gap (eV) = 9.52
- highest occupied orbital energy (eV) = -8.65

XYZ file:
```
11
Properties=species:S:1:pos:R:3:forces:R:3
O -0.095 -0.161 2.410 -0.18 -0.26 -0.32
C -0.054 -0.130 1.203 -0.11 -0.30 0.16
C 0.834 0.685 0.295 -0.17 0.34 0.19
C 0.621 0.128 -1.076 -0.37 0.14 -0.01
C -0.518 -0.573 -1.021 0.12 0.08 -0.07
N -0.996 -0.627 0.295 -0.03 -0.27 0.19
H 1.830 1.002 0.605 -0.31 -0.25 0.20
H 0.070 1.487 0.489 1.01 0.68 -0.80
H 1.241 0.292 -1.949 -0.21 0.08 0.20
H -1.079 -1.033 -1.823 0.13 -0.08 0.16
H -1.854 -1.070 0.571 0.11 -0.16 0.11
```
Forces are in eV/Å.



3.
C41H25AsF5N3S2V | the ωB97M-V functional and the def2-TZVPD basis

Calculated values
- strongest force on any atom (hartree/bohr) = 0.019
- multiplicity = 2
- Kohn-Sham gap (spin up / spin down) (eV) = 6.96 / 6.94
- ⟨S²⟩ = 0.833
- highest occupied orbital energy (spin up / spin down) (eV) = -8.43 / -8.43

XYZ file:
```
78
Properties=species:S:1:pos:R:3:forces:R:3
V 0.626 0.323 -0.585 0.11 0.63 0.15
N 8.354 0.415 6.445 0.14 0.02 0.12
C 7.471 0.310 5.719 -0.35 -0.03 -0.28
C 6.361 0.177 4.800 0.33 0.01 0.26
C 5.937 -1.092 4.417 -0.12 -0.06 -0.09
C 4.879 -1.216 3.534 0.05 0.06 0.08
C 4.266 -0.081 3.020 -0.11 0.00 -0.23
C 4.688 1.184 3.407 0.15 -0.05 0.05
C 5.736 1.315 4.304 -0.05 0.07 -0.04
C 3.131 -0.217 2.040 -0.01 -0.09 0.36
C 1.889 -0.415 2.727 0.10 0.07 -0.18
C 1.699 -0.349 4.109 -0.05 -0.06 0.12
C 0.400 -0.778 4.398 0.05 0.02 -0.17
C -0.179 -1.133 3.191 0.04 -0.12 0.18
N 0.706 -0.904 2.203 0.04 0.01 -0.81
C 3.500 -0.162 0.719 -0.19 0.30 -0.22
C 4.876 -0.098 0.284 -0.01 -0.01 0.12
C 4.884 0.037 -1.063 -0.10 0.00 0.00
C 3.515 0.083 -1.451 -0.09 0.03 -0.26
N 2.689 -0.038 -0.441 0.02 -0.29 0.35
H 6.432 -1.970 4.809 0.02 0.00 0.03
H 4.526 -2.194 3.235 0.00 -0.04 -0.02
H 4.202 2.062 3.003 -0.04 0.03 -0.03
H 6.077 2.292 4.617 -0.01 0.01 -0.01
H 2.449 -0.045 4.817 -0.02 0.03 0.05
H -0.071 -0.840 5.362 -0.02 0.01 0.07
H -1.157 -1.521 2.955 0.06 -0.02 0.04
H 5.730 -0.167 0.933 0.06 -0.01 0.06
H 5.732 0.106 -1.720 0.05 0.00 -0.05
H 3.123 0.223 -2.448 0.09 0.01 0.01
S 0.595 2.155 0.305 0.07 -0.39 -0.14
F -0.429 2.161 -3.154 0.07 -0.25 0.14
C 0.045 0.964 -3.588 -0.26 0.34 -0.24
C 0.622 0.073 -2.704 0.12 -0.01 -0.07
C 1.040 -1.099 -3.306 0.08 -0.50 -0.16
F 1.630 -2.084 -2.577 -0.10 0.28 0.04
C 0.867 -1.407 -4.649 -0.01 0.07 0.08
F 1.261 -2.588 -5.140 -0.02 0.06 0.00
C 0.248 -0.488 -5.476 0.03 -0.02 0.00
F 0.042 -0.763 -6.767 0.03 0.04 0.16
C -0.159 0.720 -4.938 -0.04 0.00 0.06
F -0.768 1.621 -5.717 0.05 -0.06 0.04
S 0.029 -2.592 0.325 -0.23 -0.13 -0.34
C 0.440 -1.115 0.808 0.18 0.00 0.97
C -3.980 -1.898 2.858 0.03 0.05 -0.04
C -3.862 -2.574 1.651 0.01 0.03 0.03
C -3.324 -1.936 0.540 -0.13 -0.11 -0.05
C -2.913 -0.615 0.634 0.05 0.11 -0.14
C -3.037 0.066 1.841 -0.04 0.04 0.13
C -3.568 -0.574 2.952 -0.09 -0.04 -0.10
As -2.023 0.326 -0.815 0.17 0.00 -0.15
C -2.662 -0.486 -2.461 -0.03 -0.07 0.15
C -3.462 0.210 -3.359 -0.01 0.03 -0.11
C -3.791 -0.360 -4.583 0.01 0.01 0.04
C -3.330 -1.626 -4.914 -0.01 0.02 0.05
C -2.531 -2.323 -4.018 0.02 0.02 0.02
C -2.190 -1.754 -2.800 -0.01 0.00 -0.07
C -3.045 1.969 -0.777 -0.14 -0.01 0.06
C -2.448 3.220 -0.820 0.02 0.06 -0.09
C -3.236 4.366 -0.801 0.04 -0.02 0.01
C -4.615 4.268 -0.741 0.02 -0.07 0.01
C -5.217 3.014 -0.699 0.00 0.03 0.01
C -4.436 1.871 -0.713 -0.06 0.01 0.03
H -4.396 -2.399 3.721 -0.02 -0.02 0.03
H -4.191 -3.601 1.571 0.00 -0.04 0.00
H -3.249 -2.477 -0.399 0.04 0.08 0.07
H -2.721 1.101 1.928 0.03 -0.04 -0.06
H -3.654 -0.039 3.887 -0.02 0.01 0.04
H -3.816 1.207 -3.132 0.04 -0.05 0.02
H -4.402 0.198 -5.280 -0.01 -0.01 -0.02
H -3.587 -2.064 -5.869 0.01 -0.02 -0.04
H -2.149 -3.303 -4.272 -0.01 -0.03 -0.02
H -1.528 -2.291 -2.129 0.01 0.02 0.02
H -1.371 3.311 -0.872 -0.06 -0.03 -0.03
H -2.760 5.337 -0.834 0.00 0.03 0.00
H -5.222 5.162 -0.723 -0.03 0.03 -0.01
H -6.294 2.926 -0.653 -0.01 0.01 0.01
H -4.922 0.901 -0.680 0.08 0.02 0.02
```
Forces are in eV/Å.